1.
C6H33NO11 | wB97M-V/def2-TZVPD

Properties
highest occupied orbital energy: -9.71 eV
charge: 0
relative energy (zero: lowest compared OMol25 entry of this formula, charge and spin): 0.748 eV
SMILES: CC(C)C[C@@H](N)C=O.O.O.O.O.O.O.O.O.O.O
LUMO energy: 0.255 eV
HOMO-LUMO gap: 9.964 eV
largest force on an atom: 0.0130 Eh/bohr

Last column: Mulliken charge in e.
Cartesian coordinates (Å):
C 0.55 -2.07 -1.22  -1.114
C 1.40 -0.82 -1.21  2.259
C 2.83 -1.16 -1.63  -1.863
C 1.44 -0.14 0.17  -1.455
C 0.14 0.55 0.60  1.285
N 0.25 0.91 2.02  -0.583
C -0.17 1.84 -0.18  -0.121
O -1.17 2.48 0.08  -0.711
H 0.58 -2.53 -2.21  0.464
H 0.90 -2.81 -0.49  0.149
H -0.50 -1.91 -1.02  0.059
H 1.02 -0.10 -1.93  -0.947
H 3.47 -0.28 -1.67  0.315
H 2.83 -1.58 -2.64  0.420
H 3.27 -1.90 -0.95  0.402
H 2.25 0.59 0.14  0.447
H 1.67 -0.90 0.93  0.285
H -0.72 -0.10 0.47  0.039
H -0.56 1.43 2.33  0.267
H 1.07 1.50 2.16  0.238
H 0.58 2.24 -0.88  0.337
O -2.47 -2.69 0.62  -0.738
H -1.69 -3.22 0.90  0.434
H -2.83 -2.36 1.45  0.287
O 2.57 3.23 0.67  -0.609
H 2.78 2.97 -0.25  0.411
H 3.18 3.93 0.90  0.288
O -2.90 -0.66 -1.11  -0.806
H -3.15 -0.06 -0.38  0.386
H -2.69 -1.49 -0.63  0.349
O 3.11 2.53 -1.91  -0.732
H 2.40 2.23 -2.53  0.360
H 3.80 1.88 -2.09  0.320
O -1.25 1.01 -2.35  -0.618
H -1.95 1.64 -2.54  0.265
H -1.76 0.24 -1.98  0.350
O -0.33 -3.77 1.85  -0.776
H -0.37 -3.01 2.48  0.493
H 0.59 -3.76 1.54  0.283
O 1.11 1.74 -3.56  -0.656
H 0.29 1.36 -3.17  0.369
H 0.84 2.41 -4.19  0.275
O -3.20 1.22 1.24  -0.722
H -3.96 1.82 1.28  0.240
H -2.47 1.76 0.84  0.425
O -2.96 -0.53 3.33  -0.696
H -3.04 0.10 2.58  0.396
H -2.93 0.04 4.11  0.298
O -0.46 -1.63 3.49  -0.823
H -1.39 -1.33 3.41  0.430
H 0.01 -0.85 3.13  0.343


2.
C6H34N2O9 | wB97M-V/def2-TZVPD

Properties
highest occupied orbital energy: -8.82 eV
charge: 0
relative energy (zero: lowest compared OMol25 entry of this formula, charge and spin): 6.363 eV
SMILES: CN[C@H](C)CN(C)C.O.O.O.O.O.O.O.O.O
LUMO energy: 0.078 eV
HOMO-LUMO gap: 8.901 eV
largest force on an atom: 0.1581 Eh/bohr

Last column: Mulliken charge in e.
Cartesian coordinates (Å):
C 1.02 -2.00 2.31  -1.170
N 0.42 -1.97 0.92  -0.213
C -0.98 -1.53 0.73  0.937
C -2.00 -2.75 1.01  -2.207
C -1.08 -1.02 -0.82  -0.777
N -1.84 0.23 -0.79  0.211
C -0.90 1.35 -0.30  -1.069
C -2.53 0.74 -1.93  -1.000
H 0.75 -2.92 2.87  0.335
H 0.84 -1.17 2.81  0.459
H 2.09 -2.11 2.16  0.321
H 0.63 -2.81 0.39  0.302
H -1.35 -0.72 1.49  -0.230
H -2.83 -2.38 0.77  0.770
H -1.93 -3.58 0.36  0.427
H -1.96 -2.96 2.03  0.468
H 0.02 -0.91 -1.11  -0.036
H -1.63 -1.79 -1.38  0.560
H -0.22 0.96 0.40  0.715
H -0.24 1.68 -1.08  -0.095
H -1.54 2.18 0.10  0.375
H -3.52 1.10 -1.57  0.257
H -1.91 1.54 -2.36  0.346
H -2.74 0.03 -2.72  0.411
O 2.08 0.12 -0.08  -0.803
H 1.38 -0.42 0.47  0.368
H 1.76 0.55 -0.88  0.208
O -1.92 3.56 2.05  -0.613
H -0.98 3.16 1.98  0.364
H -2.21 3.91 1.30  0.244
O -3.51 1.63 1.07  -0.683
H -3.52 1.14 0.29  0.379
H -2.89 1.08 1.63  0.313
O 1.95 -3.44 -1.47  -0.653
H 1.52 -3.85 -2.20  0.285
H 2.10 -2.43 -1.48  0.294
O 1.79 2.14 1.53  -0.533
H 2.06 1.52 0.94  0.431
H 2.53 2.25 2.14  0.290
O -2.22 1.28 3.59  -0.596
H -1.55 1.63 4.07  0.273
H -2.73 1.97 3.34  0.268
O 3.44 -0.44 -3.06  -0.653
H 3.93 -0.50 -2.23  0.367
H 3.62 0.51 -3.17  0.303
O 0.22 1.72 -4.04  -0.598
H 0.64 1.07 -4.47  0.298
H 0.69 1.76 -3.16  0.303
O 4.44 -0.83 -0.59  -0.818
H 4.10 -1.75 -0.63  0.332
H 3.65 -0.42 -0.32  0.533


3.
C6H35NO10 | wB97M-V/def2-TZVPD

Properties
highest occupied orbital energy: -9.40 eV
charge: 0
relative energy (zero: lowest compared OMol25 entry of this formula, charge and spin): 3.567 eV
LUMO energy: 0.040 eV
HOMO-LUMO gap: 9.440 eV
largest force on an atom: 0.0935 Eh/bohr

Last column: Mulliken charge in e.
Cartesian coordinates (Å):
C -2.57 -1.11 -1.22  -0.736
N -1.54 -1.98 -0.63  -0.149
C -1.14 -1.63 0.75  0.426
C 0.38 -1.34 0.80  1.538
C 0.91 -1.26 2.26  -1.867
C 1.11 -2.54 0.13  -2.024
C -1.63 -2.80 1.66  -1.536
H -3.14 -0.56 -0.46  0.313
H -3.31 -1.65 -1.81  0.347
H -2.17 -0.26 -1.78  0.002
H -1.85 -2.93 -0.82  0.278
H -1.71 -0.79 1.17  0.271
H 0.58 -0.38 0.33  -0.107
H 0.60 -2.09 2.88  0.425
H 1.99 -1.31 2.23  0.455
H 0.52 -0.33 2.67  0.299
H 1.85 -2.96 0.81  0.542
H 1.65 -2.22 -0.76  0.251
H 0.48 -3.39 -0.11  0.442
H -1.73 -3.74 1.13  0.328
H -1.01 -2.94 2.54  0.333
H -2.58 -2.58 2.16  0.340
H -1.19 1.68 -1.99  0.395
H -0.53 1.80 -0.56  0.111
O -1.35 1.65 -1.03  -0.631
H 2.25 1.28 -2.28  0.291
H 1.63 1.47 -3.62  0.386
O 2.51 1.36 -3.21  -0.654
H 4.21 -0.69 1.24  0.307
H 3.74 -1.54 0.03  0.308
O 4.10 -1.59 0.92  -0.631
H -0.61 -1.66 -1.41  0.627
H 0.77 -1.99 -1.90  0.175
O 0.05 -1.38 -2.08  -0.822
H 2.77 2.48 -0.26  0.269
H 4.02 2.00 -1.05  0.297
O 3.23 1.70 -0.59  -0.591
H 0.89 3.21 -1.56  0.230
H 0.47 4.08 -0.41  0.424
O 0.52 4.08 -1.38  -0.641
H 1.25 2.98 1.82  0.278
H 0.09 4.00 1.95  0.288
O 0.52 3.38 1.34  -0.598
H -2.32 1.29 0.33  0.439
H -3.62 1.04 1.30  0.290
O -2.67 1.14 1.23  -0.692
H -0.90 0.63 -3.93  0.348
H -0.15 0.04 -2.83  0.432
O -0.25 0.93 -3.29  -0.820
H -1.98 2.35 2.34  0.402
H -1.30 2.21 3.72  0.289
O -1.83 2.81 3.20  -0.677